w) Below is a structure of composition C6H13NO, with properties calculated with ωB97M-V/def2-TZVPD.

Atoms and positions in Å:
C (0.18684, -1.98331, -1.47637)
C (-0.99772, -1.54552, -0.75678)
C (-0.43308, 0.51153, 0.36667)
C (0.26814, -0.21208, 1.55677)
C (-0.72630, 1.90132, 0.79595)
C (1.07071, 1.20872, -0.14003)
H (1.04975, -1.65972, -1.22125)
H (0.48154, -3.10228, -1.21944)
H (0.19033, -1.83818, -2.67815)
H (-0.94453, -1.93072, 0.14558)
H (-2.08937, -1.96184, -1.01179)
H (-0.47044, -0.95547, 2.24799)
H (1.14577, -0.97723, 0.79061)
H (0.62370, 0.62732, 2.19658)
H (-1.31853, 2.24412, 1.67854)
H (-1.40803, 2.29827, 0.13631)
H (0.71007, 3.02856, -0.35121)
H (2.16066, 0.88221, 0.26945)
H (1.12391, 1.08982, -1.28663)
N (0.65105, 2.50960, 0.38708)
O (-1.27447, -0.13513, -0.42986)

**Kohn-Sham gap**: 9.60 eV
**Spin multiplicity**: 1
**HOMO level**: -8.70 eV

Table of Mulliken atomic charges, one value per atom, all in e: -1.08 -0.50 1.14 -1.05 -1.06 -0.75 0.45 0.30 0.23 0.47 0.32 0.24 0.17 0.37 0.27 0.42 0.27 0.28 0.32 -0.42 -0.43



x) Below is an isolated molecule of C6H13NO, with properties calculated with ωB97M-V/def2-TZVPD.

Atoms and positions in Å:
O (-1.37929, -3.29895, 1.05670)
C (-1.79085, -2.60736, 0.16204)
C (-0.96288, -1.51398, -0.47633)
C (-0.22799, -0.71710, 0.62395)
C (0.87889, 0.18941, 0.08018)
C (0.67073, 1.68895, 0.38727)
C (2.00971, 2.44816, 0.36420)
N (-1.82741, -0.63101, -1.26204)
H (-2.82629, -2.76308, -0.19710)
H (-0.15083, -1.96029, -1.07092)
H (-0.98337, -0.16858, 1.19700)
H (0.13272, -1.46516, 1.33157)
H (1.87372, -0.07200, 0.44456)
H (0.91331, 0.07249, -1.00082)
H (0.19745, 1.83609, 1.35932)
H (-0.00823, 2.10096, -0.34285)
H (1.86819, 3.48215, 0.04142)
H (2.66810, 2.02156, -0.38175)
H (2.49171, 2.38836, 1.33528)
H (-1.25506, 0.10972, -1.64782)
H (-2.29233, -1.14035, -2.00386)

**Kohn-Sham gap**: 10.66 eV
**Spin multiplicity**: 1
**HOMO level**: -9.69 eV

Table of Mulliken atomic charges, one value per atom, all in e: -0.46 -0.19 0.32 -0.89 -0.85 -0.32 -1.27 -0.72 0.32 0.27 0.42 0.39 0.42 0.44 0.35 0.26 0.37 0.34 0.32 0.24 0.24



y) Below is an isolated molecule of C6H13NO, with properties calculated with ωB97M-V/def2-TZVPD.

Atoms and positions in Å:
C (0.36302, -0.64689, 2.33530)
C (1.81509, -1.01170, 2.46105)
C (-0.31887, -1.05249, 1.04979)
N (0.38456, -0.43630, -0.08290)
C (-0.03851, -0.30509, -2.54716)
C (-0.49758, 0.09769, -1.12173)
C (-0.63398, 1.59251, -1.00881)
O (-1.59021, 2.24951, -1.32477)
H (-0.18333, -1.16554, 3.14827)
H (0.15663, 0.43890, 2.52030)
H (2.15701, -1.84020, 3.15203)
H (2.37574, -0.19448, 2.88056)
H (2.30705, -1.16659, 1.46544)
H (-0.35652, -2.16392, 0.94822)
H (-1.35539, -0.63478, 1.03507)
H (1.09702, -0.99401, -0.51602)
H (1.05188, -0.52989, -2.37587)
H (-0.04757, 0.45159, -3.37465)
H (-0.47170, -1.08154, -3.21054)
H (-1.49829, -0.50675, -1.18580)
H (0.32741, 2.02518, -0.75983)

**Kohn-Sham gap**: 10.11 eV
**Spin multiplicity**: 1
**HOMO level**: -9.19 eV

Table of Mulliken atomic charges, one value per atom, all in e: -0.43 -0.94 -0.64 -0.22 -1.20 0.46 -0.13 -0.47 0.32 0.27 0.29 0.26 0.22 0.26 0.42 0.19 0.26 0.30 0.28 0.13 0.35



Here is how they stack up, most stable first: x), y), w).



w) Below is a structure of composition C6H13NO, with properties calculated with ωB97M-V/def2-TZVPD.

Atoms and positions in Å:
C (0.29321, 0.78067, 1.12369)
C (0.10453, -0.34154, 0.12766)
C (0.60919, -0.20860, -1.09646)
N (1.44907, 0.90119, -1.42566)
C (-0.79976, -1.41546, 0.51303)
C (-2.38022, -0.29658, 0.81542)
C (-3.09557, -0.35101, -0.32967)
H (-0.41218, 1.59199, 0.86480)
H (1.42878, 1.07160, 1.33368)
H (-0.04844, 0.47543, 2.17161)
H (0.34908, -0.85310, -1.93726)
H (1.13045, 1.43856, -2.22432)
H (1.65399, 1.51097, -0.66235)
H (-1.35295, -2.07673, -0.11551)
H (-0.69583, -1.78033, 1.53660)
H (-2.92104, 0.25943, 1.58388)
H (-3.84718, 0.37363, -0.68658)
H (-2.95905, -1.19978, -0.98858)
H (3.17689, 0.15191, -0.61638)
H (4.60989, 0.07637, -0.14534)
O (3.70716, -0.10862, 0.15772)

**Kohn-Sham gap**: 9.03 eV
**Spin multiplicity**: 1
**HOMO level**: -8.08 eV

Table of Mulliken atomic charges, one value per atom, all in e: -1.52 1.08 -0.44 -0.64 -1.06 -0.17 -0.68 0.30 0.42 0.34 0.36 0.21 0.24 0.49 0.30 0.35 0.24 0.19 0.36 0.31 -0.64



x) Below is a cluster of 2 separate species, C6H13NO in total, with properties calculated with ωB97M-V/def2-TZVPD.

Atoms and positions in Å:
C (1.60820, 1.34117, 0.54328)
N (0.91807, -0.01943, 0.57556)
C (-0.50201, 0.26256, 1.00242)
C (-1.41377, 0.38293, -0.22530)
C (-1.60733, -0.64286, -1.17076)
C (-0.83382, -1.72998, -1.62876)
C (-0.98534, 1.50442, 1.61854)
H (1.00019, 1.94981, -0.11507)
H (2.57169, 1.24226, 0.01298)
H (1.64177, 1.71453, 1.56146)
H (1.20906, -0.44384, 1.45313)
H (-2.26466, 1.04186, -0.17824)
H (-2.50342, -0.43845, -1.75887)
H (-0.74696, -1.86477, -2.70102)
H (-0.60607, -2.41119, -0.82418)
H (-1.50943, 2.29490, 1.12038)
H (-0.78199, -0.73621, 1.48146)
H (-1.03427, 1.50473, 2.72668)
H (1.81468, -0.96972, -0.80200)
H (1.67441, -2.25083, -1.56459)
O (2.35101, -1.73187, -1.12708)

**Kohn-Sham gap**: 4.99 eV
**Spin multiplicity**: 1
**HOMO level**: -7.02 eV

Table of Mulliken atomic charges, one value per atom, all in e: -0.84 -0.46 0.29 -0.35 -0.38 -0.83 -0.95 0.33 0.27 0.39 0.26 0.26 0.27 0.29 0.42 0.31 0.42 0.25 0.45 0.29 -0.70



Here is how they stack up, most stable first: w), x).



w) Below is an isolated molecule of C3H3N3O, with properties calculated with ωB97M-V/def2-TZVPD.

Atoms and positions in Å:
C (-1.43448, -0.04990, -1.28512)
C (1.17393, -0.69757, 0.85026)
C (1.22010, 0.78411, 0.99967)
H (-2.10805, 0.79603, -1.72371)
H (1.92710, -1.56465, 1.14946)
H (1.54983, 1.60887, 1.49346)
N (-0.59678, 0.14596, -0.18098)
N (-0.02849, -1.04341, 0.17568)
N (0.16897, 1.16457, 0.21406)
O (-1.87212, -1.14401, -1.69279)

**Kohn-Sham gap**: 10.12 eV
**Spin multiplicity**: 1
**HOMO level**: -10.55 eV

Table of Mulliken atomic charges, one value per atom, all in e: 0.11 -0.21 -0.16 0.32 0.31 0.48 0.78 -0.50 -0.71 -0.42



x) Below is an isolated molecule of C3H3N3O, with properties calculated with ωB97M-V/def2-TZVPD.

Atoms and positions in Å:
O (2.22664, -1.04939, -0.28903)
C (1.09614, -0.91105, -0.01664)
N (0.91396, 1.07351, -0.07621)
N (-0.04672, 1.06378, 0.71820)
C (-1.18803, 0.58776, -0.02983)
C (-1.20475, -0.74638, -0.04138)
N (-0.00470, -1.29418, 0.43287)
H (1.77902, 1.39456, 0.37016)
H (-1.61556, 1.32462, -0.70012)
H (-1.97826, -1.44372, -0.36613)

**Kohn-Sham gap**: 8.85 eV
**Spin multiplicity**: 1
**HOMO level**: -9.41 eV

Table of Mulliken atomic charges, one value per atom, all in e: -0.40 0.69 -0.26 -0.24 -0.08 -0.19 -0.46 0.26 0.31 0.39



Here is how they stack up, most stable first: w), x).



w) Below is an isolated molecule of C3H3N3O, with properties calculated with ωB97M-V/def2-TZVPD.

Atoms and positions in Å:
O (2.15140, -1.89981, 0.23919)
C (0.99997, -1.75726, 0.12160)
N (0.68412, 2.12689, 0.13950)
N (0.51485, 0.90443, 0.00404)
C (-0.83009, 0.53117, -0.13552)
C (-1.13558, -0.77148, -0.13393)
N (-0.21677, -1.80141, 0.00048)
H (1.69965, 2.26356, 0.23633)
H (-1.60206, 1.28686, -0.22477)
H (-2.17000, -1.08155, -0.22930)

**Kohn-Sham gap**: 9.24 eV
**Spin multiplicity**: 1
**HOMO level**: -9.47 eV

Table of Mulliken atomic charges, one value per atom, all in e: -0.41 0.72 -0.75 0.19 -0.06 -0.29 -0.44 0.26 0.40 0.37



x) Below is an isolated molecule of C3H3N3O, with properties calculated with ωB97M-V/def2-TZVPD.

Atoms and positions in Å:
C (-0.94822, 0.18224, 0.21700)
C (1.59281, -0.37102, -0.06035)
C (-0.60658, 1.61396, 0.20377)
H (-2.44140, -1.07377, -0.36532)
H (0.05001, -1.61951, 0.56329)
H (2.01028, -1.47530, -0.36940)
N (-2.16247, -0.03068, -0.31504)
N (0.21937, -0.53179, 0.29642)
N (0.07415, 2.62572, -0.01233)
O (2.21207, 0.68015, -0.15803)

**Kohn-Sham gap**: 9.89 eV
**Spin multiplicity**: 1
**HOMO level**: -10.49 eV

Table of Mulliken atomic charges, one value per atom, all in e: 0.42 0.17 0.25 0.23 0.29 0.22 -0.53 -0.19 -0.41 -0.43



Here is how they stack up, most stable first: w), x).



w) Below is an isolated molecule of C3H3N3O, with properties calculated with ωB97M-V/def2-TZVPD.

Atoms and positions in Å:
O (2.23585, -0.34736, -0.57961)
C (1.06442, -0.07278, -0.68920)
C (0.50776, 1.22903, -0.23558)
N (-0.38230, 1.17527, 0.68751)
N (-0.94432, -0.07200, 0.86537)
C (-0.85240, -1.01597, -0.13816)
N (0.06848, -0.98979, -1.03116)
H (-0.94545, -0.36808, 1.82753)
H (0.92075, 2.19346, -0.51240)
H (-1.67279, -1.73178, -0.19429)

**Kohn-Sham gap**: 10.20 eV
**Spin multiplicity**: 1
**HOMO level**: -9.77 eV

Table of Mulliken atomic charges, one value per atom, all in e: -0.52 0.57 -0.11 -0.46 -0.01 -0.05 -0.44 0.26 0.39 0.37



x) Below is a cluster of 2 separate species, C3H3N3O in total, with properties calculated with ωB97M-V/def2-TZVPD.

Atoms and positions in Å:
O (-0.29904, -2.93127, 0.15473)
C (-0.58016, -1.84664, 0.60519)
N (-0.12372, -0.67777, 0.02597)
C (1.31667, 0.86296, -1.63122)
N (1.10864, 1.93865, -1.26559)
C (-0.57629, 1.53474, 0.85427)
N (-0.46095, 0.41538, 0.59254)
H (-1.21650, -1.71993, 1.50376)
H (1.49355, -0.14378, -1.94946)
H (-0.66220, 2.56766, 1.10981)

**Kohn-Sham gap**: 10.36 eV
**Spin multiplicity**: 1
**HOMO level**: -9.61 eV

Table of Mulliken atomic charges, one value per atom, all in e: -0.51 0.02 -0.40 0.20 -0.46 -0.14 0.17 0.33 0.29 0.51



Here is how they stack up, most stable first: w), x).



w) Below is an isolated molecule of C3H3N3O, with properties calculated with ωB97M-V/def2-TZVPD.

Atoms and positions in Å:
C (-1.45105, 1.15687, -0.12785)
C (-1.42559, -1.16653, -0.04128)
C (1.52248, -0.02720, 0.10702)
N (-2.05380, 2.08621, -0.40326)
N (-1.87871, -2.11425, -0.43036)
N (-0.85293, 0.04479, 0.23848)
O (0.36399, 0.07593, 0.91357)
H (2.35195, 0.15893, 0.79438)
H (1.73544, 0.82964, -0.59110)
H (1.68822, -1.04439, -0.45960)

**Kohn-Sham gap**: 11.06 eV
**Spin multiplicity**: 1
**HOMO level**: -10.72 eV

Table of Mulliken atomic charges, one value per atom, all in e: 0.37 0.27 -0.54 -0.38 -0.31 0.05 -0.25 0.26 0.28 0.25



x) Below is a cluster of 2 separate species, C3H3N3O in total, with properties calculated with ωB97M-V/def2-TZVPD.

Atoms and positions in Å:
N (2.21484, -0.23262, 0.48080)
C (1.08243, -0.58926, 0.19313)
N (0.51234, 2.12246, -0.59901)
N (-0.57913, 2.27015, -0.62713)
O (-1.71340, 0.51116, 1.04860)
C (-1.46909, -0.44402, 0.34217)
C (-0.15786, -1.03081, -0.04690)
H (2.68880, 0.42712, -0.13680)
H (-2.33284, -0.98667, -0.10258)
H (-0.21841, -1.97424, -0.58774)

**Kohn-Sham gap**: 10.09 eV
**Spin multiplicity**: 1
**HOMO level**: -9.75 eV

Table of Mulliken atomic charges, one value per atom, all in e: -0.47 0.47 0.04 -0.07 -0.49 0.01 -0.43 0.31 0.32 0.31



y) Below is an isolated molecule of C3H3N3O, with properties calculated with ωB97M-V/def2-TZVPD.

Atoms and positions in Å:
O (-0.97412, 1.72920, 1.66899)
C (-0.32426, 1.16787, 0.84247)
N (-0.01634, -1.08967, 0.82913)
C (-0.78948, -0.10626, 0.06697)
N (-0.21225, -0.01720, -1.23563)
C (0.85162, -0.71515, -1.12171)
N (0.99498, -1.37685, 0.14793)
H (0.71130, 1.44550, 0.55321)
H (-1.87210, -0.22805, 0.11796)
H (1.63065, -0.80940, -1.86932)

**Kohn-Sham gap**: 9.91 eV
**Spin multiplicity**: 1
**HOMO level**: -10.59 eV

Table of Mulliken atomic charges, one value per atom, all in e: -0.40 -0.10 -0.19 0.36 -0.47 -0.03 -0.25 0.31 0.37 0.39



z) Below is an isolated molecule of C3H3N3O, with properties calculated with ωB97M-V/def2-TZVPD.

Atoms and positions in Å:
O (-0.17102, 0.85049, 1.90277)
C (0.00194, 0.23311, 0.73970)
C (-0.10578, -1.16037, 0.56184)
N (-0.06189, -1.68108, -0.65086)
N (0.01128, -0.87870, -1.72940)
C (0.17884, 0.41638, -1.47620)
N (0.25938, 0.99356, -0.28066)
H (-0.06405, 1.79709, 1.68127)
H (-0.21649, -1.82249, 1.41241)
H (0.16778, 1.25200, -2.16088)

**Kohn-Sham gap**: 10.01 eV
**Spin multiplicity**: 1
**HOMO level**: -9.86 eV

Table of Mulliken atomic charges, one value per atom, all in e: -0.49 0.88 -0.29 -0.32 -0.46 0.07 -0.59 0.38 0.43 0.39



Here is how they stack up, most stable first: x), z), y), w).